Below is a cluster of 2 separate species, C2H8O2S in total in a non-equilibrium geometry, with properties calculated with the ωB97M-V functional and the def2-TZVPD basis.

XYZ file:
```
13
Properties=species:S:1:pos:R:3:forces:R:3
C -1.39874 1.84713 -0.94935 0.3 0.6 -0.5
S -1.60512 0.35524 0.02286 -0.3 0.1 0.9
C -0.79543 0.76351 1.62565 0.7 -0.3 -0.7
O 0.62357 0.89719 1.40936 -0.4 -0.3 0.3
H -1.30567 1.49351 -1.98997 0.0 0.3 0.4
H -0.46816 2.36965 -0.67078 -0.3 -0.3 -0.1
H -2.23481 2.56452 -0.89501 0.2 -0.5 0.1
H -1.06077 -0.09051 2.27811 0.2 0.3 -0.3
H -1.12699 1.69008 2.13260 0.1 -0.4 -0.6
H 0.97931 0.10369 0.95747 -0.6 0.5 0.4
O 2.61935 -3.96713 -0.94893 0.6 -0.1 -1.1
H 2.49236 -4.67004 -1.62572 0.2 0.8 0.7
H 3.28111 -3.35685 -1.34628 -0.7 -0.7 0.4
```
Forces are in eV/Å.

SMILES = CSCO.O
Electronic energy = -17133.3746 eV
HOMO energy = -8.7892 eV
LUMO level = 0.7 eV
Kohn-Sham gap = 0.3491 Ha

---

Below is the molecule C17H21BrN2O3, with properties calculated with the ωB97M-V functional and the def2-TZVPD basis.

XYZ file:
```
44
Properties=species:S:1:pos:R:3:forces:R:3
C 1.38573 3.01120 -0.10127 -0.1 0.2 0.1
O 1.65782 1.71576 -0.57920 0.1 -0.3 -0.1
C 2.88335 1.17279 -0.34654 0.3 -0.2 0.0
C 3.86802 1.75983 0.43953 -0.3 0.1 0.0
C 5.08768 1.13115 0.62197 0.1 -0.2 -0.1
C 5.31864 -0.08790 0.01704 0.2 0.0 0.0
Br 6.99433 -0.95151 0.25751 -0.1 0.0 0.0
C 4.34905 -0.69111 -0.76576 0.0 0.2 0.0
C 3.13142 -0.06787 -0.95802 -0.1 0.3 0.0
C 2.06071 -0.70794 -1.79735 0.1 0.0 0.0
N 0.84768 -0.90035 -1.03182 0.2 -0.2 -0.1
C 0.82369 -1.53441 0.21788 0.0 -0.1 0.0
O 1.76404 -2.04920 0.76394 0.3 -0.2 0.1
N -0.45163 -1.45196 0.65752 -0.4 0.0 0.3
C -1.33488 -0.74693 -0.24317 -0.3 0.2 -0.3
C -2.43977 -1.65344 -0.80195 0.1 0.0 0.1
C -3.63931 -1.89399 0.11335 0.0 0.1 -0.3
C -4.52643 -0.65682 0.25930 0.0 -0.1 0.2
C -4.14325 0.26214 1.42177 0.1 -0.1 0.0
C -2.63828 0.42578 1.64506 -0.1 0.1 -0.2
C -1.82037 0.58130 0.36261 0.1 -0.1 0.1
C -0.36948 -0.40555 -1.38478 -0.2 -0.2 0.1
O -0.63637 0.17778 -2.40429 -0.1 0.2 -0.1
H 2.11259 3.73808 -0.47577 0.0 0.0 0.0
H 1.36978 3.04216 0.99346 0.0 0.0 0.0
H 0.39808 3.26105 -0.48636 0.1 0.0 0.1
H 3.69783 2.70899 0.92172 -0.1 0.1 0.0
H 5.84727 1.59107 1.23492 0.1 0.0 0.0
H 4.53965 -1.65025 -1.22146 0.0 -0.1 0.0
H 2.40966 -1.67332 -2.17527 0.0 0.1 0.0
H 1.78320 -0.05994 -2.63512 0.0 -0.2 0.1
H -0.74117 -1.86556 1.52561 0.1 0.0 0.0
H -2.78818 -1.20550 -1.73555 0.0 0.0 0.0
H -1.97787 -2.61333 -1.04948 0.0 0.0 -0.1
H -3.31342 -2.24606 1.09265 0.0 -0.1 0.1
H -4.22792 -2.69594 -0.33740 0.0 -0.1 0.1
H -4.49581 -0.09806 -0.67744 -0.1 0.0 -0.1
H -5.56186 -0.96957 0.40838 0.0 0.0 -0.1
H -4.58794 1.24275 1.24011 0.0 0.0 0.1
H -4.57940 -0.12304 2.34636 -0.1 0.1 0.0
H -2.48690 1.31169 2.26552 0.1 -0.1 0.1
H -2.25563 -0.42110 2.21587 0.0 0.0 0.1
H -2.38897 1.11846 -0.39611 0.0 0.1 -0.1
H -0.92536 1.16867 0.58197 0.0 0.0 -0.1
```
Forces are in eV/Å.

SMILES = COc1ccc(Br)cc1CN1C(=O)NC2(CCCCCC2)C1=O
Electronic energy = -97136.6996 eV
HOMO energy = -8.4354 eV
LUMO level = 0.6 eV
Kohn-Sham gap = 0.3326 Ha

---

Below is a cluster of 8 separate species, C5H25NO9 in total in a non-equilibrium geometry, with properties calculated with the ωB97M-V functional and the def2-TZVPD basis.

XYZ file:
```
40
Properties=species:S:1:pos:R:3:forces:R:3
C 2.44211 -2.20532 1.09896 0.2 1.3 1.2
C 1.66901 -1.17698 0.28078 1.0 -0.9 -1.4
O 0.96970 -1.91982 -0.73678 -0.5 0.4 0.7
C 2.55426 -0.20125 -0.51340 -0.8 0.9 0.0
C 1.75094 1.04201 -0.98202 0.6 -0.9 1.4
N 1.58917 1.93568 0.18030 -0.9 0.7 -0.4
C 0.48181 2.70774 0.15370 -2.1 0.6 -0.4
O -0.28233 3.07210 1.04353 2.0 0.4 0.6
H 3.23395 -1.68258 1.64676 0.0 -0.1 0.1
H 2.93102 -3.00451 0.55984 -0.3 -0.1 -0.5
H 1.75227 -2.57847 1.85622 0.1 -0.5 -0.1
H 1.05245 -0.57802 0.94874 -0.4 -0.3 0.0
H 0.03453 -2.00718 -0.52820 0.0 0.0 0.1
H 3.33184 0.17599 0.15222 0.6 -0.4 -0.5
H 2.84376 -0.69516 -1.43903 0.8 -0.2 0.3
H 0.78623 0.60572 -1.23695 -0.2 0.5 -0.3
H 2.20100 1.58994 -1.80472 0.1 -0.2 -0.2
H 2.14226 1.91672 1.01635 0.3 -0.6 0.0
H 0.12073 2.94802 -0.85634 0.5 -0.2 -0.3
O -1.32167 -3.65251 2.15924 0.0 -0.1 0.0
H -2.21999 -3.31095 2.20170 0.0 0.0 0.0
H -1.29800 -4.09395 1.30437 0.1 0.0 0.0
O -2.76171 -1.42717 0.44961 -0.1 -0.1 -0.1
H -2.21369 -0.73418 0.04663 0.0 -0.1 0.3
H -2.76941 -1.12463 1.36361 0.0 -0.1 0.0
O -3.09479 -0.22877 -1.96534 0.0 -0.1 0.0
H -2.39390 -0.88919 -2.03937 0.0 0.0 -0.3
H -3.66476 -0.58212 -1.26800 0.0 0.1 -0.1
O -1.70671 2.24556 -2.39034 0.6 0.5 -0.2
H -1.60671 1.81727 -1.53533 -0.4 -0.3 0.0
H -2.32163 1.71331 -2.90263 -0.1 -0.3 0.4
O -0.07614 -1.02156 -3.02902 -0.1 0.4 -0.6
H 0.41099 -1.42908 -3.75362 -0.1 -0.3 0.1
H 0.07812 -0.08212 -3.18665 -0.3 0.1 0.1
O 1.03952 1.34489 3.32372 -0.2 0.8 -0.2
H 0.52496 1.85301 3.96654 0.0 -0.5 0.4
H 1.07861 2.04389 2.65054 -0.1 -0.3 -0.2
O -1.21217 0.71553 0.99645 -0.2 -0.7 0.1
H -0.36106 0.58833 1.43314 -0.1 0.1 0.1
H -1.65396 1.36809 1.54904 0.1 0.2 -0.2
```
Forces are in eV/Å.

SMILES = C[C@H](O)CCNC=O.O.O.O.O.O.O.O
Electronic energy = -25507.7221 eV
HOMO energy = -10.1065 eV
LUMO level = 0.3 eV
Kohn-Sham gap = 0.3842 Ha

---

Below is a cluster of 2 separate species, Cl2H2N2S2 in total in a non-equilibrium geometry, with properties calculated with the ωB97M-V functional and the def2-TZVPD basis.

XYZ file:
```
8
Properties=species:S:1:pos:R:3:forces:R:3
N -1.03208 1.29728 -0.19136 0.9 0.8 -0.4
N 1.60392 -0.01781 0.64215 -0.4 0.3 1.1
S -1.20580 0.15253 -1.30851 -1.0 0.1 -0.1
S 1.28630 -1.14870 -0.46491 -0.1 -2.3 1.9
Cl -1.77226 1.12784 1.28513 -0.4 -0.3 0.4
Cl 2.68544 1.22983 0.28333 -0.1 -0.3 -0.6
H -2.28599 -0.50825 -0.83326 0.0 -0.2 -0.1
H 0.72048 -2.13271 0.58742 1.0 2.0 -2.2
```
Forces are in eV/Å.

Electronic energy = -49722.1313 eV
HOMO energy (spin up / spin down) = -8.4362 / -8.3442 eV
LUMO level (spin up / spin down) = -0.8 / -0.8 eV
Kohn-Sham gap (spin up / spin down) = 0.2824 / 0.2762 Ha